Formula: C33H50O29S
Source: the Open Molecules 2025 dataset
Level of theory: ωB97M-V/def2-TZVPD

Last column: Mulliken charge in e.
CARTESIAN COORDINATES (ANGSTROEM)
C  3.935  0.405  1.344  -1.480
C  3.257  1.263  0.268  -0.238
C  1.738  1.012  0.087  2.363
C  1.562  -0.212  -0.810  -2.348
O  1.089  0.795  1.386  -0.504
S  1.034  2.209  2.132  1.115
O  2.137  2.367  3.010  -0.620
O  -0.275  2.402  2.647  -0.545
O  1.263  3.123  0.853  -0.438
C  1.062  2.291  -0.358  -0.123
C  -0.452  2.355  -0.655  -1.196
C  -1.241  1.097  -1.032  -0.403
C  -1.966  0.511  0.185  -0.678
O  -2.447  -0.789  -0.012  -0.513
C  -1.423  -1.769  0.043  -0.142
H  4.346  -0.516  0.930  0.377
H  4.780  0.963  1.746  0.375
H  3.293  0.169  2.183  0.345
H  3.450  2.310  0.466  -0.462
H  3.744  1.025  -0.677  0.800
H  0.841  -0.896  -0.357  0.041
H  1.148  0.048  -1.781  0.423
H  2.491  -0.759  -0.919  0.531
H  1.615  2.748  -1.175  0.737
H  -0.558  3.071  -1.470  0.343
H  -0.942  2.820  0.198  0.458
H  -0.675  0.341  -1.569  0.033
H  -2.028  1.415  -1.716  0.498
H  -1.374  0.602  1.102  0.642
H  -2.858  1.127  0.325  0.306
H  -0.837  -1.781  -0.879  -0.275
H  -1.885  -2.739  0.195  0.360
H  -0.740  -1.537  0.869  0.344
C  -2.760  -4.498  -3.624  -0.168
C  -1.596  -5.300  -4.164  -0.253
O  -0.538  -4.330  -4.164  -0.379
C  -0.836  -3.377  -3.256  0.533
O  -0.081  -2.525  -2.902  -0.510
O  -2.097  -3.518  -2.806  -0.265
H  -3.451  -5.084  -3.027  0.253
H  -3.313  -3.988  -4.411  0.234
H  -1.313  -6.125  -3.507  0.247
H  -1.764  -5.681  -5.167  0.263
C  4.952  4.795  2.094  -0.399
C  4.725  6.262  1.795  -0.218
O  4.924  6.313  0.372  -0.371
C  4.695  5.084  -0.136  0.679
O  4.613  4.830  -1.295  -0.582
O  4.571  4.175  0.856  -0.338
H  4.343  4.413  2.909  0.345
H  6.002  4.565  2.286  0.246
H  3.706  6.580  2.018  0.243
H  5.431  6.919  2.293  0.297
C  -5.843  -8.589  -5.737  -0.287
C  -5.190  -8.354  -4.392  -0.147
O  -4.527  -7.091  -4.594  -0.274
C  -5.158  -6.437  -5.599  0.581
O  -4.955  -5.302  -5.892  -0.496
O  -6.038  -7.248  -6.215  -0.363
H  -6.792  -9.109  -5.672  0.281
H  -5.188  -9.118  -6.431  0.257
H  -5.919  -8.238  -3.589  0.217
H  -4.471  -9.115  -4.125  0.219
C  -3.847  0.699  4.165  -0.337
C  -4.424  0.730  2.764  0.285
O  -5.689  0.077  2.943  -0.366
C  -6.050  0.192  4.235  0.651
O  -7.117  -0.098  4.674  -0.539
O  -5.032  0.689  4.977  -0.336
H  -3.233  1.562  4.404  0.275
H  -3.281  -0.212  4.363  0.309
H  -4.601  1.746  2.409  0.214
H  -3.818  0.190  2.042  -0.140
C  7.020  9.488  -1.076  -0.402
C  7.646  8.116  -1.226  -0.026
O  8.008  7.805  0.131  -0.312
C  7.221  8.525  0.955  0.696
O  7.141  8.358  2.133  -0.610
O  6.517  9.445  0.268  -0.333
H  6.209  9.674  -1.774  0.307
H  7.752  10.293  -1.147  0.295
H  6.933  7.371  -1.579  0.153
H  8.521  8.104  -1.861  0.251
C  10.897  4.370  -3.295  -0.327
C  10.257  4.940  -2.042  -0.325
O  9.560  6.080  -2.557  -0.228
C  9.319  5.880  -3.877  0.619
O  8.619  6.572  -4.539  -0.513
O  9.989  4.793  -4.319  -0.352
H  10.976  3.287  -3.291  0.305
H  11.877  4.805  -3.497  0.250
H  9.530  4.259  -1.597  0.244
H  10.973  5.248  -1.286  0.310
C  -6.846  2.474  7.974  -0.268
C  -7.934  1.636  7.333  -0.074
O  -8.616  1.108  8.479  -0.334
C  -8.392  1.927  9.531  0.634
O  -8.947  1.857  10.578  -0.525
O  -7.439  2.842  9.225  -0.351
H  -6.588  3.364  7.406  0.298
H  -5.940  1.897  8.171  0.267
H  -8.635  2.240  6.755  0.210
H  -7.548  0.838  6.707  0.148
C  -5.536  -11.907  -0.567  -0.300
C  -4.184  -12.370  -1.078  -0.317
O  -4.385  -12.376  -2.498  -0.314
C  -5.393  -11.530  -2.789  0.689
O  -5.693  -11.185  -3.889  -0.540
O  -6.014  -11.117  -1.665  -0.315
H  -5.480  -11.302  0.333  0.286
H  -6.229  -12.734  -0.406  0.276
H  -3.385  -11.666  -0.842  0.253
H  -3.903  -13.362  -0.737  0.289

The calculation puts the orbital gap at 9.76 eV. The HOMO energy comes out at -0.357 Ha. Its SMILES is CC[C@@]1(C)OS(=O)(=O)O[C@@H]1CCCOC.O=C1OCCO1.O=C1OCCO1.O=C1OCCO1.O=C1OCCO1.O=C1OCCO1.O=C1OCCO1.O=C1OCCO1.O=C1OCCO1. As for the total charge: 0. For the total energy, the calculation gives -3867.66008 Eh. The relative energy (zero: lowest compared OMol25 entry of this formula, charge and spin) is 10.7 kcal/mol.

=====

Formula: C33H50O33
Source: the Open Molecules 2025 dataset
Level of theory: ωB97M-V/def2-TZVPD

Last column: Mulliken charge in e.
CARTESIAN COORDINATES (ANGSTROEM)
C  -0.408  4.602  0.907  0.423
C  -0.385  3.854  2.247  -0.131
O  -1.529  3.009  2.198  -0.331
C  -2.179  3.184  1.041  0.522
O  -3.146  2.585  0.699  -0.378
O  -1.643  4.182  0.312  -0.322
H  0.399  4.364  0.220  -0.631
H  -0.425  5.686  1.013  0.371
H  -0.439  4.537  3.094  0.336
H  0.515  3.256  2.386  0.052
C  -5.209  0.160  2.971  0.116
C  -5.190  0.203  1.422  0.953
O  -6.400  -0.471  1.077  -0.362
C  -6.964  -1.040  2.155  0.586
O  -7.911  -1.752  2.137  -0.559
O  -6.291  -0.688  3.287  -0.398
H  -5.401  1.179  3.313  0.328
H  -4.263  -0.196  3.369  -0.189
H  -4.342  -0.328  0.990  -0.607
H  -5.215  1.218  1.038  0.115
C  1.676  2.345  -2.501  0.619
C  1.922  3.775  -2.020  0.026
O  0.645  4.401  -2.229  -0.354
C  -0.112  3.626  -3.037  0.528
O  -1.168  3.949  -3.478  -0.588
O  0.483  2.439  -3.271  -0.363
H  1.571  1.655  -1.664  -0.510
H  2.514  1.981  -3.093  0.349
H  2.740  4.319  -2.484  0.200
H  2.053  3.743  -0.936  0.114
C  0.648  -2.139  -2.782  1.047
C  1.246  -2.996  -3.886  -0.508
O  2.628  -2.612  -3.828  -0.392
C  2.658  -1.326  -3.422  0.405
O  3.595  -0.600  -3.460  -0.536
O  1.450  -0.956  -2.928  0.021
H  0.862  -2.548  -1.798  -0.809
H  -0.413  -1.973  -2.942  0.139
H  0.828  -2.736  -4.861  0.346
H  1.140  -4.066  -3.730  0.281
C  5.986  -0.797  2.801  -0.338
C  6.546  -2.220  2.794  -0.367
O  6.156  -2.724  1.507  -0.402
C  5.244  -1.907  0.952  0.610
O  4.697  -2.087  -0.083  -0.431
O  5.179  -0.729  1.632  -0.184
H  6.757  -0.030  2.757  0.307
H  5.389  -0.634  3.699  0.268
H  6.183  -2.879  3.581  0.263
H  7.634  -2.251  2.802  0.278
C  -3.463  2.271  -3.501  0.291
C  -4.176  3.329  -2.651  0.036
O  -5.348  2.687  -2.158  -0.370
C  -5.305  1.370  -2.464  0.634
O  -6.124  0.584  -2.119  -0.518
O  -4.259  1.093  -3.254  -0.359
H  -2.398  2.260  -3.277  -0.313
H  -3.535  2.401  -4.582  0.396
H  -4.491  4.203  -3.222  0.350
H  -3.543  3.687  -1.840  -0.092
C  -1.573  -1.614  4.996  -0.536
C  -0.765  -1.021  3.826  -0.218
O  -1.634  -1.183  2.718  0.816
C  -2.522  -2.176  3.005  -0.392
O  -3.277  -2.645  2.225  -0.405
O  -2.475  -2.489  4.319  -0.329
H  -2.118  -0.833  5.524  0.268
H  -0.953  -2.225  5.645  0.353
H  0.169  -1.573  3.712  0.096
H  -0.559  0.038  3.971  0.326
C  2.001  -5.240  0.697  -0.387
C  2.072  -3.764  1.058  0.892
O  0.947  -3.602  1.949  -0.165
C  0.121  -4.665  1.837  0.598
O  -0.947  -4.782  2.342  -0.498
O  0.668  -5.611  1.019  -0.375
H  2.716  -5.876  1.214  0.266
H  2.116  -5.349  -0.383  0.290
H  1.957  -3.033  0.261  -0.398
H  2.995  -3.549  1.594  -0.135
C  2.011  0.392  1.547  -0.914
O  0.877  0.898  0.866  0.211
C  0.116  0.035  0.182  0.121
O  0.304  -1.141  0.018  -0.297
O  -0.847  0.734  -0.382  0.454
C  -2.014  0.088  -0.883  -0.355
H  2.629  1.237  1.839  0.324
H  2.630  -0.288  0.956  0.205
H  1.738  -0.191  2.427  0.135
H  -2.770  0.869  -0.897  -0.422
H  -2.339  -0.760  -0.285  0.101
H  -1.878  -0.213  -1.923  0.229
C  5.115  1.733  -0.899  0.108
O  5.288  2.864  -0.081  -0.226
C  5.424  4.029  -0.706  0.894
O  5.485  4.181  -1.898  -0.576
O  5.540  4.992  0.209  -0.368
C  5.467  6.333  -0.254  -0.705
H  5.977  1.465  -1.510  0.404
H  4.253  1.706  -1.571  -0.141
H  4.915  0.863  -0.274  -0.202
H  4.683  6.857  0.291  0.249
H  5.263  6.395  -1.319  0.342
H  6.409  6.846  -0.059  0.274
C  -5.389  -2.481  -1.333  -0.348
O  -4.585  -3.591  -0.995  -0.379
C  -3.399  -3.680  -1.578  0.951
O  -2.948  -2.893  -2.377  -0.617
O  -2.824  -4.782  -1.126  -0.418
C  -1.478  -5.034  -1.460  0.044
H  -6.442  -2.647  -1.120  0.380
H  -5.407  -2.211  -2.394  0.334
H  -5.040  -1.591  -0.815  -0.106
H  -0.859  -4.162  -1.224  -0.353
H  -1.404  -5.249  -2.529  0.370
H  -1.105  -5.866  -0.875  0.262

The calculation puts the orbital gap at 9.88 eV. The HOMO energy comes out at -0.376 Ha. Its SMILES is COC(=O)OC.COC(=O)OC.COC(=O)OC.O=C1OCCO1.O=C1OCCO1.O=C1OCCO1.O=C1OCCO1.O=C1OCCO1.O=C1OCCO1.O=C1OCCO1.O=C1OCCO1. As for the total charge: 0. For the total energy, the calculation gives -3770.48688 Eh. The relative energy (zero: lowest compared OMol25 entry of this formula, charge and spin) is 7.0 kcal/mol.